(1)
{"formula": "C24H27N5O3", "method": "ωB97M-V with the def2-TZVPD basis set", "elements": ["H", "H", "C", "C", "C", "H", "C", "H", "C", "C", "C", "N", "C", "C", "C", "H", "N", "C", "H", "H", "H", "H", "H", "C", "C", "H", "C", "H", "O", "H", "C", "C", "C", "O", "H", "H", "H", "C", "H", "H", "H", "H", "H", "H", "C", "C", "C", "H", "H", "C", "H", "H", "N", "N", "O", "N", "C", "C", "H"], "positions_angstrom": [[6.8807, 0.4965, -1.1848], [1.7992, -2.0354, 1.4991], [3.0124, -0.3538, -1.4956], [4.2103, -1.2273, -2.1257], [5.9379, 0.0554, -1.1810], [3.1331, 2.0663, 0.9541], [-0.7870, 2.8401, 0.0591], [1.2878, -0.3412, 2.8811], [3.4681, 0.4987, -0.5880], [-1.1729, -3.7303, 1.1689], [3.1862, -0.7385, 2.1128], [0.2275, -1.2445, 0.7568], [-3.3622, 0.5869, 1.3239], [4.8966, 1.0357, -0.6254], [-2.3578, -0.6113, -1.8472], [-5.4756, 2.3473, -1.5498], [-0.3596, 0.3907, -0.5536], [-0.4747, 1.8911, -1.1079], [5.0609, 1.8311, 0.1536], [-2.0145, -4.5437, 1.0487], [-3.5433, 3.2659, -0.6604], [0.3366, 2.0652, -1.9166], [6.1552, -1.3983, -2.6023], [5.4824, -0.9655, -1.9706], [0.5530, -0.1724, 0.2083], [-1.3535, 1.7722, -1.7562], [2.0330, 0.0795, 2.1878], [1.9913, 2.1726, -0.3594], [2.8002, -2.0310, 1.1133], [-6.1497, -0.1795, -0.5617], [-3.7648, 2.3943, -0.2288], [-0.7525, -1.4547, 0.0272], [-4.9414, 1.7161, -0.8552], [-3.5256, -3.7727, -0.7091], [-1.0689, 1.6883, 1.7895], [-4.6536, -1.0227, 1.1521], [-1.1641, 3.7235, -0.6909], [-5.3770, 0.5934, -0.0721], [0.2701, 3.0059, 0.4338], [3.9184, -1.9265, -2.8293], [-1.2079, -3.2340, 2.1195], [-2.6787, 0.2394, 1.6597], [3.9485, -0.4042, 1.7388], [2.1371, -0.7476, -1.4104], [-1.3242, -0.6582, -0.6613], [-2.8127, 1.8652, 0.5451], [-1.6819, 2.3653, 1.1494], [-1.8839, 3.4093, 1.6195], [-0.2398, -4.1385, 0.7830], [2.4024, 1.4198, 0.1749], [-3.7862, -2.1817, -2.2330], [2.3359, 1.0561, 2.9972], [-1.4654, -2.7133, 0.1427], [1.5394, 0.5540, 0.9083], [-2.7729, 0.1881, -2.6574], [-2.9535, -1.8968, -1.5468], [-4.4664, 0.0231, 0.7931], [-2.7848, -2.6802, -0.6381], [3.3526, -1.2332, 3.1173]], "forces_ev_per_a": [[1.865, -0.125, 0.011], [3.140, -0.747, -1.975], [9.607, -2.622, -1.469], [-6.312, 2.694, 1.313], [-4.690, 5.816, 2.325], [-2.179, -1.687, -1.586], [3.873, 1.866, -4.074], [-0.279, -0.202, -1.066], [1.849, 5.969, -0.274], [-2.203, -0.805, -2.500], [-6.446, -9.075, 3.251], [3.283, -2.899, 2.665], [-11.668, 11.011, -11.829], [-0.212, -5.028, 0.658], [0.462, -2.351, 4.318], [-0.306, -0.609, -0.263], [0.108, 3.330, -2.799], [-0.671, -3.700, -0.770], [0.482, -0.755, -1.251], [1.657, 1.647, 0.393], [0.748, 3.694, -1.817], [-0.768, 0.115, 2.081], [1.861, -1.734, -1.304], [0.878, 1.176, 0.850], [4.520, 7.589, 3.620], [0.051, 0.064, 0.343], [-1.354, 4.114, 2.707], [-1.700, 1.827, -2.158], [-2.362, 2.928, 4.117], [1.301, 2.140, 1.449], [-1.896, -2.516, -2.313], [-5.579, -17.096, 5.345], [1.182, -0.004, 5.119], [2.287, 3.546, 1.739], [-0.911, 0.454, -0.186], [-0.272, 0.950, -0.316], [0.722, -1.264, 2.715], [-0.900, -0.439, -5.411], [-1.406, 0.886, 0.063], [-0.623, -1.485, -1.194], [0.460, -0.319, 0.711], [14.027, -8.564, 8.573], [8.293, 3.718, -4.041], [-5.463, -2.289, -0.308], [-3.984, 13.445, -11.288], [-6.980, -6.134, 4.114], [3.511, 4.353, 0.775], [0.147, -2.000, 0.284], [0.258, -0.293, 1.082], [6.042, -1.951, 3.584], [2.297, 0.716, 2.125], [-0.618, -2.133, -2.658], [-3.542, 1.348, -1.989], [-1.008, 1.403, -0.136], [1.173, -1.172, 0.934], [-4.337, 7.937, -10.727], [-0.152, -2.585, 2.675], [2.531, -12.817, 6.875], [0.210, 0.664, -1.115]], "mulliken_charge": [0.44, 0.42, -0.71, -0.99, -0.61, 0.30, -0.60, 0.34, 1.04, -1.04, -1.05, -0.13, -1.96, -0.63, -0.62, 0.44, 0.33, -1.18, 0.32, 0.35, 0.55, 0.31, 0.46, -0.52, -1.20, 0.60, -0.83, 0.46, -0.55, 0.26, -0.41, 0.46, -0.62, -0.79, 0.11, 0.30, 0.38, -0.65, 0.53, 0.49, 0.28, 1.56, 0.72, 0.77, 1.50, 0.36, -0.30, 0.40, 0.35, -1.14, 0.39, 0.34, -0.11, 1.17, -0.58, 0.11, -0.11, 0.19, 0.30], "de_lowest_kcal_mol": 427.7, "mol_weight_g_mol": 433.512}

(2)
{"formula": "C24H27NOSiTi", "method": "ωB97M-V with the def2-TZVPD basis set", "elements": ["C", "H", "C", "C", "H", "H", "C", "H", "C", "H", "H", "C", "H", "H", "H", "C", "C", "C", "H", "C", "H", "C", "C", "Ti", "H", "H", "Si", "C", "C", "C", "C", "C", "H", "N", "H", "H", "H", "C", "H", "H", "H", "H", "C", "O", "H", "C", "C", "H", "C", "H", "H", "H", "C", "H", "C"], "positions_angstrom": [[-2.1316, -1.2970, 3.6293], [4.3142, -1.3186, -5.5956], [-0.9307, 0.9650, -2.7138], [1.8935, -1.6846, 4.9827], [1.3163, 1.6622, -0.9206], [1.1263, -2.8176, 6.7057], [-0.7337, -1.4990, 4.1320], [-1.2729, -1.4324, -0.4403], [-1.3146, 2.3704, 1.9699], [2.6461, 1.5809, -2.8982], [-0.3486, 2.7270, -0.0067], [-3.1034, 1.9747, -4.3220], [2.3182, -0.5197, 3.1601], [-1.2974, 2.0714, 4.1945], [-3.8687, 2.4980, -4.9053], [3.6092, 0.2289, -4.2285], [-2.2315, 1.1764, -2.1875], [2.6406, 0.5527, -3.2844], [-2.9268, -0.1695, 2.1756], [1.7243, -1.6425, -3.3767], [1.3899, 1.8012, 3.8991], [-3.2846, 1.7107, -2.9628], [0.6731, 1.9372, 3.0961], [-0.3299, 0.4457, 1.8955], [-2.3509, 2.5878, 1.7381], [2.9468, -1.7385, 5.2855], [0.5352, 0.6121, -1.5792], [-0.2373, 2.4601, 1.0296], [-1.9136, 1.5653, -4.9227], [3.6174, -1.0761, -4.7909], [-0.7554, 2.0644, 3.2488], [1.5542, -0.9851, 3.8148], [-1.7716, 1.7145, -5.9976], [0.2438, -0.8532, 3.4228], [-2.5521, -2.2899, 3.3666], [-0.3971, -2.6168, -1.4410], [4.3534, 0.9655, -4.5702], [1.6781, -0.3441, -2.8302], [-4.2474, 1.9672, -2.5034], [0.9963, -2.3881, -3.0754], [-0.7872, -2.7971, 0.5031], [-1.3076, -2.5851, 5.8737], [0.9924, 2.1730, 1.7302], [-2.0358, -0.4173, 2.4579], [0.2771, -1.4720, -0.1462], [-0.4385, -2.1779, 5.3182], [-0.8691, 0.9991, -4.1358], [2.7218, -3.0312, -4.7754], [2.6779, -2.0163, -4.3320], [-2.7012, -0.8394, 4.4666], [1.9766, 2.1396, 1.2958], [-0.0103, 0.6019, -4.6520], [0.8784, -2.2818, 5.7641], [-2.4327, 0.9255, -1.1456], [-0.5194, -2.1877, -0.4163]], "forces_ev_per_a": [[0.307, -0.333, 0.304], [-0.118, -0.039, 0.359], [-1.330, 0.252, -0.839], [-0.211, 0.456, -0.541], [0.389, 0.955, -0.989], [-0.242, 0.488, -0.872], [1.549, 0.351, 0.761], [-1.122, 0.322, -0.500], [0.767, 1.202, -0.326], [0.010, -0.442, -0.136], [0.102, -0.076, -0.077], [0.293, 0.027, 0.155], [-0.649, -0.371, 0.565], [0.220, -0.360, -0.293], [0.222, -0.337, 0.241], [0.228, -1.129, -0.848], [-0.188, 0.608, -0.506], [0.962, 0.706, -0.341], [0.244, 0.001, -0.032], [-0.056, 0.045, 0.096], [-0.204, -0.229, -0.181], [0.271, -0.095, 0.213], [-0.222, 1.752, -0.024], [0.674, -3.108, -1.833], [0.118, -0.111, 0.085], [-0.532, -0.038, -0.172], [-0.579, -2.349, 1.075], [0.179, 0.686, 0.949], [0.636, -0.487, 0.653], [-0.394, 0.843, 0.645], [0.683, 1.058, 0.284], [-0.039, -0.672, 0.985], [0.006, -0.225, 0.378], [0.287, -0.852, -0.733], [-0.093, 0.734, -0.150], [-0.087, -0.102, 1.248], [-0.485, -0.341, 0.228], [0.229, 0.464, 0.339], [0.428, -0.252, -0.064], [0.025, 0.044, 0.063], [0.508, -0.176, -1.437], [0.840, 0.086, -0.231], [-1.086, 1.410, 0.469], [-2.037, -1.485, 1.187], [0.296, -1.109, -0.322], [-1.033, 0.172, -0.422], [-0.925, 0.873, 0.046], [-0.304, 0.685, 0.492], [0.426, 0.312, -0.461], [-0.067, -0.045, -0.850], [0.059, -0.139, -0.114], [0.378, 0.260, 0.005], [0.440, -0.115, 0.267], [0.186, 0.284, -0.037], [0.039, -0.059, 1.238]], "mulliken_charge": [-0.63, 0.36, 0.37, -0.68, -0.39, 0.35, 0.26, 0.21, -0.76, 0.20, 0.92, -0.43, 0.47, 0.56, 0.36, -0.73, 0.01, -0.24, 0.24, 0.07, 0.59, -0.52, -0.50, 0.26, 0.57, 0.38, 0.67, -0.55, -0.56, -0.35, -0.31, -0.33, 0.35, 0.19, 0.37, 0.23, 0.34, 0.36, 0.34, 0.10, 0.21, 0.37, -0.79, -0.30, 0.01, -0.65, -0.60, 0.34, -0.71, 0.41, 0.39, 0.31, -0.39, 0.13, -0.87], "spin_multiplicity": 3, "de_lowest_kcal_mol": 59.3, "mol_weight_g_mol": 421.439}